Record 1
# C32H42ClFIN2O3S2

The ion C32H42ClFIN2O3S2 with charge +1 in a non-equilibrium geometry (ωB97M-V/def2-TZVPD, the OMol25 dataset).

Geometry as XYZ:
```
84
Properties=species:S:1:pos:R:3
C 3.2643 -0.1890 -1.7814
C -3.4252 -0.1569 1.1020
C -0.8393 -0.8506 -2.5718
C 1.8315 -1.3709 0.3038
H 4.4239 1.6346 0.9732
H 1.1457 -3.4142 -2.3202
H 3.9923 -1.1360 2.0893
H 1.1741 0.1997 4.0627
C 4.0436 -2.0225 1.4625
C -0.1109 -0.7758 -1.2077
N 4.0168 -0.7128 -0.5939
C 3.2839 -1.8081 0.1637
H -2.5833 6.4923 0.9733
O -2.6758 -1.3808 -4.7401
H -2.5771 -0.2893 0.4452
H -0.4336 -1.6346 -3.2033
H -0.0035 -1.9457 1.1716
H -6.2647 -1.7165 2.0504
C 2.8006 1.2444 -1.5786
H 0.1065 0.2696 -1.0259
H 1.2223 -3.1473 1.4129
H 3.5774 3.2158 -1.4683
C -5.5091 -0.9491 2.0180
H 2.1402 -1.7763 3.3166
C -2.5115 4.3926 1.4354
C -4.4276 -1.1172 1.1529
H -4.6021 2.0347 3.3782
H 1.6616 -0.6575 -3.0402
H -0.3825 -4.7186 -0.6593
C 1.0477 -2.0738 1.4160
H 2.4562 1.5828 -2.5513
I 5.8449 1.8986 -1.7978
H 0.4563 -2.1142 3.4370
F -1.1896 -3.7972 -2.2197
H 4.9059 -1.1016 -0.9129
H -3.4017 1.8815 -0.6459
C -2.7359 3.1003 0.9780
H 1.9557 1.3135 -0.9000
H 1.3739 0.6057 2.3844
C -4.5612 1.1514 2.7623
H 4.2488 0.0232 0.0757
H -2.6494 -1.9132 -1.9741
O -4.1198 -0.0339 -3.7793
H 3.4050 -2.7012 -0.4413
C -3.4996 3.9863 -1.1121
C 1.1850 -1.5537 2.8527
C -3.0387 -0.8424 -3.7574
H 3.5512 -2.8121 2.0244
C 3.8592 2.2509 -1.0679
C 2.1519 -1.1553 -2.2093
H 1.5991 -3.7266 -0.6876
C -0.4776 -3.7028 -1.0411
H -6.4002 0.3307 3.4785
H -1.0642 -3.1449 -0.3163
C -3.2619 5.2844 -0.6614
C -2.7626 5.4910 0.6212
S -0.9181 0.1959 3.0078
C -2.3389 -0.9724 -2.4261
C 0.9150 -3.1425 -1.2929
H 2.8609 2.5148 0.8307
C -3.4793 0.9761 1.9050
C -3.2351 2.8886 -0.3027
H -3.4763 6.1055 -1.3274
C -5.5641 0.1903 2.8090
C 0.8651 -0.0748 3.0569
C -1.1435 1.5336 1.8936
H 3.9631 -0.1690 -2.6096
C 5.4549 -2.4764 1.2062
H -0.8347 -1.0387 -0.4396
H -4.4573 0.0652 -2.8816
Cl 6.6905 -1.5874 2.0720
H -3.8986 3.8252 -2.1016
H 1.7789 -0.2941 0.4665
H 2.6531 -2.0226 -2.6333
O 5.7132 -3.3403 0.4509
N -2.4437 1.9961 1.8830
C 3.8736 2.4183 0.4520
S 0.0816 2.2580 1.0582
H -2.6944 -0.1751 -1.7707
H -2.1115 4.5531 2.4253
H 4.3759 3.3547 0.6761
H -0.6477 0.0800 -3.1048
H -4.3519 -1.9937 0.5274
C 1.1528 -1.6097 -1.1062
```

Output
SMILES: C[C@@H](I)C[C@@H]1C[C@](CCF)(CCCC(=O)O)[C@@H](CCCSC(=S)N(c2ccccc2)c2ccccc2)[C@H](CC(=O)Cl)[NH2+]1
Multiplicity: 1
F_max: 0.0328 hartree/bohr
Total charge: +1
Gap between HOMO and LUMO: 8.426 eV

From a Mulliken analysis of the wavefunction, the atomic charges in e read:
1. C -0.522
2. C 1.262
3. C -2.224
4. C 1.631
5. H 0.452
6. H 0.664
7. H 0.529
8. H 0.591
9. C -1.127
10. C 1.264
11. N 0.351
12. C -0.957
13. H 0.424
14. O -0.521
15. H 0.691
16. H 0.485
17. H 0.138
18. H 0.455
19. C 0.465
20. H 0.575
21. H 0.348
22. H 0.813
23. C -0.646
24. H 0.435
25. C -0.161
26. C -0.952
27. H 0.526
28. H 0.516
29. H 0.492
30. C -1.208
31. H 0.569
32. I 0.092
33. H 0.616
34. F -0.364
35. H 0.733
36. H 0.200
37. C -0.405
38. H -0.599
39. H -0.207
40. C -0.450
41. H 0.190
42. H 0.301
43. O -0.513
44. H 0.306
45. C -0.741
46. C -1.567
47. C 0.455
48. H 0.540
49. C -1.400
50. C -1.952
51. H 0.418
52. C -0.389
53. H 0.410
54. H 0.067
55. C -0.451
56. C -0.712
57. S -0.085
58. C 1.180
59. C -1.366
60. H 0.043
61. C -1.490
62. C 0.215
63. H 0.414
64. C -0.708
65. C -0.264
66. C 0.428
67. H 0.628
68. C 0.491
69. H -1.603
70. H 0.378
71. Cl -0.146
72. H 0.425
73. H -0.365
74. H 0.564
75. O -0.413
76. N 0.547
77. C -0.816
78. S -0.230
79. H -0.885
80. H 0.454
81. H 0.475
82. H 0.777
83. H 0.463
84. C 1.953

=====

Record 2
# C32H42F5N5O7SSi3TeTi

A structure of composition C32H42F5N5O7SSi3TeTi (ωB97M-V/def2-TZVPD, the OMol25 dataset).

Geometry as XYZ:
```
97
Properties=species:S:1:pos:R:3
H -2.4996 -1.3953 -6.1406
C 3.5450 -1.0993 -0.5383
F 2.6060 -2.0647 -0.4148
H 0.0528 3.4057 -2.8344
C 0.1727 -2.2254 -4.2612
C -1.2687 0.9776 3.8906
C 1.5029 -2.9114 -4.2436
H -3.8745 -0.5914 1.4587
H 2.4326 6.7739 -1.8188
H -4.6701 -1.9494 -2.5000
H -0.0336 -4.6358 3.4314
C -4.2220 -2.1305 -1.5208
C 0.2853 -2.5200 1.8904
H 1.8532 0.6084 3.4954
O -1.1687 -8.2804 2.7054
H -5.0318 -2.3482 -0.8183
H 2.5104 6.5827 -0.0615
C 3.3135 1.2842 2.1469
O -0.1888 -3.2809 -0.8608
H -1.4637 5.2549 -0.8386
H -0.5656 6.4256 0.1386
O -1.7288 -6.9678 -1.7966
H 1.1263 4.1534 1.2926
H -5.0154 0.9900 -0.6500
C -1.4246 -1.1186 -2.9540
C -2.2751 -0.9703 -4.0652
C -0.2862 -4.8668 2.4097
N -0.2263 -1.7145 -3.1027
F 6.5028 1.6875 -0.8919
H -0.2985 -2.5582 -6.3248
C -0.7102 -6.1200 2.0271
C 2.4656 6.0402 -1.0089
H -1.6991 4.2784 1.5980
C -0.4490 -4.1545 0.0815
C -4.1030 0.9300 -1.2506
Si -3.1905 -0.6875 -0.9158
H -0.6963 6.6497 -1.6103
Si -1.1447 2.8144 3.5795
H 1.8088 3.4204 -2.8830
C -1.6718 3.2107 1.8262
H 1.7065 -3.4133 -5.1887
C -2.9497 -0.8443 0.9317
O 0.6452 -2.3433 3.0492
F 7.0505 -0.7102 0.2749
C 5.8167 -0.4477 -0.1824
O -1.6457 -4.8329 -2.4114
O 0.2359 -1.5334 1.0292
C 0.5893 3.4516 3.9162
H 3.3903 5.4669 -1.1083
Ti 0.1480 -1.4360 -0.9385
C -2.2997 3.7000 4.7810
H -3.5913 -3.0223 -1.6047
O -0.5264 -6.8828 4.2039
H -2.6781 -1.8711 1.1918
N -0.8088 -7.1628 3.0457
N 4.0166 2.1063 1.7554
C 4.8104 -1.3860 -0.0592
H 1.3381 3.0088 3.2572
N -1.4506 -5.7461 -1.5465
H 0.6305 4.5362 3.7836
H -3.3355 3.3862 4.6301
H -0.6798 0.3788 3.1921
C -0.9948 -5.4398 -0.2711
H -2.0328 3.4799 5.8178
H -2.1493 -0.2035 1.3074
H -2.3078 0.6483 3.8050
H 2.0567 3.0816 0.2587
H 2.9866 -0.6377 2.9423
H -3.4702 1.7874 -1.0068
H -2.6840 2.8260 1.6645
H -4.3878 1.0176 -2.3025
C -0.6233 -2.1242 -5.3895
H -2.2541 4.7835 4.6445
F 5.0706 -2.5694 0.5075
Si 0.9799 4.8849 -1.0682
C 3.2172 0.1121 -1.1380
C -0.1616 -3.8727 1.4279
C 2.4225 0.2436 2.6421
F 4.0405 2.2320 -1.7920
C -1.0640 -6.4324 0.7185
H 0.8977 4.7989 -3.5345
S 1.6296 0.4901 -1.7562
N -1.6330 -0.7211 -1.6662
C 5.5365 0.7664 -0.7830
H -1.4122 -7.4113 0.4391
H 1.5074 -3.6470 -3.4378
Te -0.4619 2.2119 0.3416
H 2.2929 -2.1828 -4.0439
H -0.9311 0.7281 4.9003
C 0.9289 4.0499 -2.7378
C 4.2634 1.0291 -1.2442
C 1.1299 3.6522 0.3229
H 0.8808 3.2321 4.9471
C -1.8564 -1.4833 -5.2720
C -0.5834 5.9020 -0.8212
H -3.2304 -0.4748 -3.9603
H 1.7135 -0.0569 1.8696
```

Output
Multiplicity: 3
F_max: 0.0087 hartree/bohr
Expectation value of S²: 2.029
Total charge: -2
Energy above the lowest of the compared OMol25 structures with the same formula, charge and spin: 0.0 kJ/mol
Gap between HOMO and LUMO (spin up / spin down): 3.548 / 6.699 eV

From a Mulliken analysis of the wavefunction, the atomic charges in e read:
1. H 0.402
2. C -0.486
3. F -0.282
4. H 0.198
5. C 0.612
6. C -0.184
7. C -1.360
8. H 0.492
9. H 0.315
10. H 0.278
11. H 0.636
12. C -1.026
13. C -0.059
14. H 0.411
15. O -0.675
16. H 0.387
17. H 0.296
18. C 0.268
19. O -0.067
20. H 0.279
21. H 0.280
22. O -0.869
23. H 0.139
24. H 0.320
25. C 0.092
26. C -0.739
27. C -0.953
28. N 0.860
29. F -0.348
30. H 0.392
31. C -0.311
32. C -1.108
33. H 0.516
34. C 0.660
35. C -0.933
36. Si 0.052
37. H 0.339
38. Si 0.235
39. H 0.201
40. C -0.856
41. H 0.434
42. C -0.439
43. O -0.759
44. F -0.357
45. C 0.941
46. O -0.675
47. O 1.291
48. C -0.660
49. H 0.303
50. Ti -0.446
51. C -1.075
52. H 0.227
53. O -0.678
54. H 0.225
55. N 1.076
56. N -0.649
57. C -0.098
58. H -0.114
59. N 0.822
60. H 0.350
61. H 0.290
62. H -0.508
63. C -0.823
64. H 0.278
65. H -0.430
66. H 0.320
67. H -0.522
68. H 0.513
69. H 0.114
70. H 0.460
71. H 0.274
72. C -0.990
73. H 0.272
74. F -0.349
75. Si 0.285
76. C 0.849
77. C 0.685
78. C -0.022
79. F -0.402
80. C -0.664
81. H 0.387
82. S -0.274
83. N 0.946
84. C -0.073
85. H 0.602
86. H 0.217
87. Te -0.404
88. H 0.175
89. H 0.396
90. C -0.742
91. C -0.002
92. C 0.627
93. H 0.351
94. C -0.561
95. C -1.121
96. H 0.393
97. H -0.667